ORCA calculation (ωB97M-V/def2-TZVPD) on a single C19H30N4O4S molecule.

Calculated values
**F_max**: 0.00147 Eh/bohr
**E**: -45176.52590 eV
**E_LUMO**: 0.488 eV
**Energy relative to the best compared isomer or geometry (same formula, charge and spin)**: 66.6 kJ/mol
**HOMO energy**: -8.10 eV
**Gap between HOMO and LUMO**: 8.59 eV

Structure (ORCA input):
```
! RIJCOSX wB97M-V def2-TZVPD def2/J DEFGRID3
* xyz 0 1
C -1.352 -5.707 1.609
C -1.940 -4.391 2.016
C -1.967 -3.214 1.230
C -2.581 -2.218 1.970
C -2.951 -0.785 1.866
O -3.386 -0.236 2.877
N -2.830 -0.111 0.691
C -3.133 1.313 0.665
C -1.879 2.172 0.592
C -0.997 1.886 -0.629
N -0.133 0.709 -0.569
C 0.958 0.840 0.390
C 2.178 0.051 -0.072
N 2.544 0.479 -1.411
C 3.592 1.310 -1.627
O 4.485 1.492 -0.819
C 3.613 1.996 -3.001
C 4.693 3.088 -3.033
C 4.182 4.254 -2.186
S 2.395 4.246 -2.383
O 1.775 3.996 -1.102
O 1.958 5.361 -3.181
C 2.312 2.729 -3.344
C -0.738 -0.626 -0.548
C -2.261 -0.665 -0.522
N -2.896 -2.777 3.180
C -2.527 -4.081 3.227
C -2.755 -4.917 4.440
H -1.839 -6.539 2.119
H -1.470 -5.869 0.537
H -0.285 -5.766 1.835
H -1.563 -3.144 0.235
H -3.759 1.504 -0.214
H -3.712 1.545 1.553
H -2.184 3.221 0.557
H -1.297 2.045 1.509
H -1.625 1.823 -1.524
H -0.333 2.736 -0.789
H 1.235 1.894 0.447
H 0.673 0.504 1.399
H 3.027 0.233 0.583
H 1.977 -1.022 -0.073
H 1.753 0.550 -2.033
H 3.815 1.229 -3.752
H 5.634 2.713 -2.637
H 4.849 3.407 -4.065
H 4.377 4.090 -1.129
H 4.544 5.229 -2.500
H 2.283 3.011 -4.395
H 1.384 2.231 -3.071
H -0.404 -1.214 -1.414
H -0.388 -1.164 0.340
H -2.599 -1.691 -0.654
H -2.675 -0.103 -1.361
H -3.332 -2.222 3.901
H -2.595 -5.969 4.211
H -2.073 -4.647 5.248
H -3.775 -4.807 4.811
*
```

ORCA calculation (ωB97M-V/def2-TZVPD) on a molecular structure, C15H25Cl3OSiSn.

Calculated values
**F_max**: 0.07566 Eh/bohr
**E**: -69287.00200 eV
**E_LUMO**: 4.772 eV
**Energy relative to the best compared isomer or geometry (same formula, charge and spin)**: 0.0 kJ/mol
**HOMO energy**: 0.25 eV
**Gap between HOMO and LUMO**: 4.52 eV

Structure (ORCA input):
```
! RIJCOSX wB97M-V def2-TZVPD def2/J DEFGRID3
* xyz -2 1
C -0.590 -1.385 -2.713
C -1.832 -0.692 -2.753
C -2.653 -1.203 -1.704
C -2.221 0.361 -3.716
C -1.945 -2.256 -1.073
C -0.685 -2.388 -1.717
C 0.322 -3.435 -1.445
C 0.552 -1.145 -3.618
C -4.007 -0.727 -1.349
C -2.487 -3.114 0.002
Sn -1.183 1.632 -0.697
Cl -2.452 3.551 -1.296
Cl 1.075 2.407 -0.925
Cl -1.466 1.499 1.684
H -1.382 0.636 -4.373
H -2.571 1.285 -3.224
H -3.047 -0.008 -4.345
H -4.075 0.367 -1.398
H -4.289 -1.039 -0.335
H -4.757 -1.137 -2.041
H -2.962 -2.506 0.784
H -1.689 -3.702 0.469
H -3.250 -3.813 -0.379
H 0.266 -3.763 -0.400
H 1.339 -3.074 -1.638
H 0.153 -4.316 -2.086
H 0.713 -0.068 -3.760
H 0.366 -1.599 -4.604
H 1.474 -1.572 -3.200
O 2.014 -0.614 0.207
H 1.404 -1.360 0.423
C 1.642 1.842 4.882
Si 2.447 2.118 3.201
C 2.475 3.949 2.802
C 4.218 1.480 3.336
C 1.583 1.144 1.938
C 1.857 0.277 1.097
H 2.223 2.347 5.668
H 1.604 0.771 5.129
H 0.612 2.225 4.906
H 3.070 4.485 3.554
H 2.919 4.139 1.816
H 1.464 4.378 2.799
H 4.220 0.406 3.574
H 4.762 1.614 2.390
H 4.769 2.001 4.130
*
```

ORCA calculation (ωB97M-V/def2-TZVPD) on a single C5H8O molecule.

Calculated values
**F_max**: 0.01992 Eh/bohr
**E**: -7358.21935 eV
**E_LUMO**: 0.879 eV
**Energy relative to the best compared isomer or geometry (same formula, charge and spin)**: 389.4 kJ/mol
**HOMO energy**: -9.07 eV
**Gap between HOMO and LUMO**: 9.94 eV

Structure (ORCA input):
```
! RIJCOSX wB97M-V def2-TZVPD def2/J DEFGRID3
* xyz 0 1
C 2.213 0.716 0.447
C 1.152 0.625 -0.531
C 0.153 0.344 -1.165
C -0.429 -1.024 -0.892
O -1.700 -1.043 -0.308
C -2.077 0.094 0.438
H 1.798 0.542 1.453
H 2.992 -0.034 0.254
H 2.632 1.719 0.390
H 0.317 -1.472 -0.211
H -0.444 -1.635 -1.793
H -2.257 0.956 -0.222
H -3.008 -0.190 0.934
H -1.343 0.400 1.206
*
```

ORCA calculation (ωB97M-V/def2-TZVPD) on a molecular structure, C56H66AuGe2N2O3S4.

Calculated values
**F_max**: 0.01258 Eh/bohr
**E**: -228331.43278 eV
**E_LUMO (alpha / beta)**: -1.923 / -4.997 eV
**⟨S²⟩**: 2.014
**HOMO energy (alpha / beta)**: -10.02 / -10.24 eV
**Gap between HOMO and LUMO (alpha / beta)**: 8.10 / 5.24 eV

Structure (ORCA input):
```
! RIJCOSX wB97M-V def2-TZVPD def2/J DEFGRID3
* xyz 1 3
Au -0.568 -0.439 -0.265
C 2.237 -3.112 3.782
N 1.548 -3.104 2.498
C 1.228 -4.397 1.899
C 1.394 -1.996 1.767
O 0.992 -2.033 0.601
C 1.723 -0.663 2.425
O 1.451 0.312 1.460
C 1.286 1.617 1.924
C 0.700 2.397 0.752
O 0.477 1.813 -0.316
N 0.452 3.697 0.938
C -0.072 4.507 -0.155
C 0.826 4.423 2.144
H 1.891 -3.969 4.354
H 2.016 -2.219 4.361
H 3.319 -3.196 3.657
H 0.811 -5.041 2.671
H 2.120 -4.869 1.483
H 0.498 -4.257 1.109
H 2.778 -0.638 2.719
H 1.109 -0.528 3.323
H 2.241 2.058 2.229
H 0.598 1.651 2.778
H -0.464 3.857 -0.927
H 0.714 5.135 -0.577
H -0.870 5.143 0.227
H 0.930 3.759 2.996
H 0.042 5.142 2.377
H 1.762 4.967 2.003
C 2.883 -2.217 -4.591
C 1.582 -2.907 -4.276
C 0.526 -2.910 -5.179
C -0.682 -3.529 -4.892
C -1.801 -3.504 -5.901
C -0.834 -4.178 -3.658
C 0.230 -4.222 -2.749
C 0.157 -4.978 -1.446
C 1.413 -3.567 -3.069
C -2.128 -4.855 -3.347
C -2.247 -6.226 -3.537
C -3.428 -6.876 -3.221
C -4.509 -6.157 -2.740
C -4.434 -4.777 -2.562
C -3.227 -4.129 -2.857
Ge -2.880 -2.295 -2.302
S -1.837 -2.468 -0.368
S -4.655 -0.924 -1.957
Ge -3.217 0.581 -2.715
S -2.290 1.167 -0.745
S -1.845 -0.856 -3.692
C -3.809 2.202 -3.619
C -3.257 2.566 -4.855
C -3.603 3.797 -5.408
C -4.464 4.659 -4.755
C -5.007 4.297 -3.534
C -4.692 3.076 -2.951
C -5.292 2.741 -1.627
C -4.718 3.208 -0.442
C -3.525 4.134 -0.427
C -5.289 2.838 0.776
C -6.429 2.055 0.837
C -7.030 1.636 2.152
C -7.028 1.672 -0.359
C -6.489 2.006 -1.589
C -7.207 1.621 -2.859
C -2.338 1.701 -5.662
C -0.957 1.764 -5.495
C -0.315 2.548 -4.379
C -0.134 1.084 -6.393
C -0.654 0.360 -7.451
C 0.240 -0.256 -8.494
C -2.040 0.252 -7.556
C -2.888 0.903 -6.678
C -4.382 0.764 -6.820
C -5.681 -4.076 -2.124
C -6.045 -4.026 -0.779
C -5.138 -4.522 0.321
C -7.297 -3.511 -0.438
C -8.194 -3.077 -1.398
C -9.584 -2.626 -1.028
C -7.794 -3.102 -2.732
C -6.553 -3.586 -3.111
C -6.169 -3.619 -4.567
H 2.870 -1.787 -5.590
H 3.719 -2.916 -4.534
H 3.079 -1.413 -3.878
H 0.641 -2.409 -6.134
H -1.487 -2.988 -6.808
H -2.680 -2.986 -5.510
H -2.117 -4.514 -6.168
H -0.862 -5.255 -1.183
H 0.561 -4.364 -0.641
H 0.750 -5.895 -1.508
H 2.232 -3.588 -2.354
H -1.399 -6.781 -3.919
H -3.509 -7.948 -3.354
H -5.441 -6.660 -2.512
H -3.181 4.070 -6.368
H -4.714 5.614 -5.198
H -5.685 4.964 -3.015
H -3.061 4.227 -1.409
H -2.772 3.778 0.277
H -3.830 5.133 -0.106
H -4.829 3.182 1.697
H -6.457 2.022 2.993
H -7.062 0.547 2.229
H -8.055 2.000 2.243
H -7.940 1.090 -0.327
H -8.127 1.086 -2.628
H -6.597 0.975 -3.493
H -7.457 2.506 -3.448
H -1.051 3.090 -3.785
H 0.398 3.274 -4.774
H 0.236 1.876 -3.715
H 0.943 1.157 -6.278
H 1.291 -0.140 -8.234
H 0.080 0.221 -9.462
H 0.032 -1.319 -8.624
H -2.466 -0.338 -8.362
H -4.632 0.123 -7.663
H -4.863 1.732 -6.969
H -4.819 0.326 -5.919
H -4.127 -4.715 -0.033
H -5.526 -5.449 0.752
H -5.080 -3.785 1.122
H -7.585 -3.489 0.609
H -9.733 -2.642 0.051
H -10.332 -3.278 -1.482
H -9.785 -1.616 -1.386
H -8.480 -2.755 -3.500
H -6.999 -3.293 -5.191
H -5.875 -4.623 -4.877
H -5.319 -2.960 -4.768
*
```

ORCA calculation (ωB97M-V/def2-TZVPD) on a single C4H9N3O2 molecule.

Calculated values
**F_max**: 0.05011 Eh/bohr
**E**: -12857.54929 eV
**E_LUMO (alpha / beta)**: -0.033 / -0.033 eV
**Energy relative to the best compared isomer or geometry (same formula, charge and spin)**: 229.5 kJ/mol
**HOMO energy (alpha / beta)**: -9.12 / -9.12 eV
**Gap between HOMO and LUMO (alpha / beta)**: 9.09 / 9.09 eV

Structure (ORCA input):
```
! RIJCOSX wB97M-V def2-TZVPD def2/J DEFGRID3
* xyz 0 1
C 1.460 0.282 -0.346
C -0.017 0.114 0.011
N -0.819 1.096 -0.683
C -0.252 0.009 1.542
N 0.056 1.356 1.953
O 0.948 1.505 2.771
C -0.437 -1.348 -0.532
N -0.851 -1.298 -1.808
O -0.326 -2.366 0.107
H 1.832 1.235 0.026
H 1.582 0.270 -1.427
H 2.048 -0.518 0.094
H -1.777 1.095 -0.350
H -0.439 2.025 -0.545
H 0.385 -0.754 1.998
H -1.317 -0.161 1.720
H -0.946 -0.399 -2.252
H -1.130 -2.142 -2.280
*
```

ORCA calculation (ωB97M-V/def2-TZVPD) on a gas-phase ion, C7H12N (charge +1).

Calculated values
**F_max**: 0.07969 Eh/bohr
**E**: -8931.04738 eV
**E_LUMO (alpha / beta)**: -3.987 / -4.798 eV
**Energy relative to the best compared isomer or geometry (same formula, charge and spin)**: 574.6 kJ/mol
**HOMO energy (alpha / beta)**: -13.15 / -11.39 eV
**Gap between HOMO and LUMO (alpha / beta)**: 9.16 / 6.59 eV

Structure (ORCA input):
```
! RIJCOSX wB97M-V def2-TZVPD def2/J DEFGRID3
* xyz 1 1
C 0.687 1.281 -0.668
C -0.464 0.670 -0.492
C -2.357 -0.498 -1.269
C -1.683 0.177 -0.261
C 2.101 0.760 -0.536
C 1.235 -1.466 0.235
C -2.405 0.330 1.049
N 2.054 -0.351 0.403
H 0.565 2.314 -0.928
H -3.329 -0.728 -0.869
H -2.138 -0.734 -2.267
H 2.374 0.437 -1.564
H 2.658 1.520 0.043
H 0.985 -1.825 1.153
H 1.101 -1.905 -0.808
H -1.667 0.688 1.928
H -2.834 -0.699 1.378
H -3.229 1.073 1.073
H 3.058 -0.603 0.424
H 1.865 0.081 1.272
*
```

ORCA calculation (ωB97M-V/def2-TZVPD) on a molecular structure, C2H2ClF3N2.

Calculated values
**F_max**: 0.05294 Eh/bohr
**E**: -25755.79854 eV
**E_LUMO (alpha / beta)**: -2.048 / -0.534 eV
**Energy relative to the best compared isomer or geometry (same formula, charge and spin)**: 257.1 kJ/mol
**HOMO energy (alpha / beta)**: -8.30 / -10.92 eV
**Gap between HOMO and LUMO (alpha / beta)**: 6.25 / 10.38 eV

Structure (ORCA input):
```
! RIJCOSX wB97M-V def2-TZVPD def2/J DEFGRID3
* xyz 0 1
C 0.937 0.614 -0.576
C 0.442 1.236 0.665
N 1.231 -0.457 -1.094
N -1.808 -1.100 -0.819
F 0.026 0.325 1.637
F -0.526 2.086 0.424
F 1.385 1.913 1.340
Cl -0.678 -2.340 -0.921
H 0.831 -1.486 -0.857
H -1.840 -0.790 0.200
*
```

ORCA calculation (ωB97M-V/def2-TZVPD) on 2 unconnected molecules or ions with the total composition CH8NS.

Calculated values
**F_max**: 0.10011 Eh/bohr
**E**: -13484.30201 eV
**E_LUMO**: -4.603 eV
**Energy relative to the best compared isomer or geometry (same formula, charge and spin)**: 106.9 kJ/mol
**HOMO energy**: -12.11 eV
**Gap between HOMO and LUMO**: 7.50 eV

Structure (ORCA input):
```
! RIJCOSX wB97M-V def2-TZVPD def2/J DEFGRID3
* xyz 1 1
N -0.810 -1.262 2.580
H 0.013 -1.033 2.101
H -0.912 -0.629 3.501
H -1.433 -1.072 1.866
H -0.812 -2.273 2.901
C 0.683 0.684 -2.621
S 0.916 1.388 -0.913
H -0.365 0.451 -2.725
H 1.107 1.308 -3.397
H 1.330 -0.105 -2.446
H 0.282 2.543 -0.850
*
```

ORCA calculation (ωB97M-V/def2-TZVPD) on 2 unconnected molecules or ions with the total composition C3H7N3.

Calculated values
**F_max**: 0.11578 Eh/bohr
**E**: -7690.62339 eV
**E_LUMO (alpha / beta)**: 0.984 / 0.984 eV
**Energy relative to the best compared isomer or geometry (same formula, charge and spin)**: 391.3 kJ/mol
**HOMO energy (alpha / beta)**: -7.75 / -7.75 eV
**Gap between HOMO and LUMO (alpha / beta)**: 8.73 / 8.73 eV

Structure (ORCA input):
```
! RIJCOSX wB97M-V def2-TZVPD def2/J DEFGRID3
* xyz 0 1
C -1.950 -0.824 -2.266
C -0.363 -0.741 1.721
C 0.773 1.009 -0.569
N -2.644 -1.437 -1.584
N -0.686 -0.669 0.446
N -0.225 -0.094 -0.633
H -1.338 -0.378 -3.028
H -1.117 -1.280 2.394
H 0.542 -0.322 2.225
H 0.961 1.486 -1.585
H 0.520 1.601 0.211
H 1.778 0.443 -0.261
H -1.658 -1.150 0.298
*
```

ORCA calculation (ωB97M-V/def2-TZVPD) on a molecular structure, C31H34Cl4Ge2N8O4SW.

Calculated values
**F_max**: 0.10886 Eh/bohr
**E**: -228559.60208 eV
**E_LUMO (alpha / beta)**: -10.621 / -12.264 eV
**⟨S²⟩**: 0.814
**Energy relative to the best compared isomer or geometry (same formula, charge and spin)**: 0.0 kJ/mol
**HOMO energy (alpha / beta)**: -16.28 / -16.20 eV
**Gap between HOMO and LUMO (alpha / beta)**: 5.66 / 3.93 eV

Structure (ORCA input):
```
! RIJCOSX wB97M-V def2-TZVPD def2/J DEFGRID3
* xyz 3 2
W 0.178 0.339 -0.992
C 3.908 -4.517 -0.382
C 2.509 -4.242 -0.034
N 1.780 -4.964 0.752
N 0.563 -4.418 0.802
C 0.496 -3.325 0.037
S -0.814 -2.320 -0.314
N 1.740 -3.185 -0.507
N 2.051 -2.113 -1.357
H 4.194 -5.449 0.100
H 4.574 -3.731 -0.030
H 4.039 -4.618 -1.460
H -0.184 -4.869 1.316
H 1.763 -2.342 -2.321
H 3.071 -1.989 -1.379
Cl -5.499 -2.049 -3.794
C -3.871 -1.644 -3.485
C -2.848 -2.223 -4.259
Cl -3.242 -3.288 -5.532
C -1.499 -1.931 -3.994
Cl -0.239 -2.637 -4.913
C -1.197 -1.064 -2.952
O 0.046 -0.707 -2.534
C -2.222 -0.473 -2.183
O -1.749 0.333 -1.202
C -3.561 -0.749 -2.449
Cl -4.782 0.000 -1.517
C -3.085 4.131 -2.534
N -1.962 3.221 -2.399
C -1.701 2.392 -3.559
C -1.293 3.107 -1.277
C -1.665 3.959 -0.115
O -0.317 2.259 -1.153
H -3.450 4.095 -3.557
H -2.796 5.160 -2.322
H -3.896 3.844 -1.861
H -1.427 3.017 -4.413
H -2.605 1.832 -3.810
H -0.881 1.686 -3.361
H -1.735 5.008 -0.399
H -0.930 3.862 0.681
H -2.643 3.665 0.271
C -3.379 0.474 3.341
Ge -1.632 -0.465 3.428
C -0.501 0.038 4.989
C -2.034 -2.409 3.325
Ge -0.450 0.073 1.259
C 1.293 -0.861 1.738
C 2.452 -0.549 1.017
C 3.689 -1.085 1.340
C 3.811 -1.949 2.416
C 2.679 -2.276 3.148
C 1.440 -1.756 2.802
C 0.330 1.927 1.731
C 1.426 2.498 1.070
C 2.051 3.634 1.566
C 1.570 4.258 2.707
C 0.442 3.752 3.331
C -0.172 2.606 2.847
H -4.159 -0.271 3.472
H -3.535 0.962 2.384
H -3.491 1.205 4.136
H -0.448 -0.820 5.653
H -0.986 0.848 5.528
H 0.504 0.339 4.711
H -2.953 -2.571 3.883
H -1.272 -3.043 3.766
H -2.209 -2.704 2.295
H 2.432 0.168 0.198
H 4.557 -0.805 0.760
H 4.777 -2.347 2.685
H 2.765 -2.924 4.007
H 0.578 -2.020 3.398
H 1.825 2.084 0.136
H 2.918 4.028 1.057
H 2.058 5.137 3.096
H 0.038 4.251 4.199
H -1.045 2.216 3.355
O 1.856 0.717 -1.569
N 1.475 1.283 -2.769
C 2.171 0.940 -3.806
C 1.800 1.460 -5.075
N 1.443 1.865 -6.083
C 3.183 -0.055 -3.681
N 3.884 -0.916 -3.403
*
```

ORCA calculation (ωB97M-V/def2-TZVPD) on a gas-phase ion, C4H10NS (charge +1).

Calculated values
**F_max**: 0.10042 Eh/bohr
**E**: -16626.29180 eV
**E_LUMO**: -3.504 eV
**Energy relative to the best compared isomer or geometry (same formula, charge and spin)**: 258.0 kJ/mol
**HOMO energy**: -14.02 eV
**Gap between HOMO and LUMO**: 10.51 eV

Structure (ORCA input):
```
! RIJCOSX wB97M-V def2-TZVPD def2/J DEFGRID3
* xyz 1 1
C 1.285 -0.487 1.647
C -0.124 -0.407 1.050
N -0.057 -0.300 -0.396
C -1.388 -0.275 -0.865
C -0.476 0.832 -1.114
S 0.178 1.081 -2.810
H 1.734 -1.307 1.125
H 1.949 0.389 1.452
H 1.334 -0.604 2.761
H -0.600 0.373 1.558
H -0.807 -1.275 1.253
H 0.695 -1.044 -0.747
H -2.166 -0.114 -0.057
H -1.579 -1.112 -1.567
H -0.614 1.824 -0.770
H 0.636 2.427 -2.521
*
```

ORCA calculation (ωB97M-V/def2-TZVPD) on 2 unconnected molecules or ions with the total composition C5H10O.

Calculated values
**F_max**: 0.02228 Eh/bohr
**E**: -7391.25669 eV
**E_LUMO**: 1.082 eV
**Energy relative to the best compared isomer or geometry (same formula, charge and spin)**: 338.5 kJ/mol
**HOMO energy**: -8.94 eV
**Gap between HOMO and LUMO**: 10.02 eV

Structure (ORCA input):
```
! RIJCOSX wB97M-V def2-TZVPD def2/J DEFGRID3
* xyz 0 1
C -1.878 0.569 0.139
C -0.947 -0.590 -0.224
C 0.261 -0.657 0.704
C 1.659 -1.044 0.329
C 1.470 0.205 0.661
H -1.392 1.543 -0.009
H -2.167 0.516 1.196
H -2.797 0.557 -0.457
H -1.495 -1.536 -0.125
H -0.653 -0.532 -1.281
H -0.052 -0.875 1.728
H 2.395 -1.817 0.434
H 1.875 1.114 1.070
O 1.519 1.127 -1.392
H 1.637 0.157 -1.343
H 0.564 1.262 -1.430
*
```

> What is the formula in the third record?

C5H8O